Entry 1:
{"formula": "C50H42N2O28", "method": "wB97M-V/def2-TZVPD", "orbital_gap_ev": 7.2673, "smiles": "O=C1C=C(O)C(=O)C=C1O.O=C1C=C(O)C(=O)C=C1O.O=C1C=C(O)C(=O)C=C1O.O=C1C=C(O)C(=O)C=C1O.O=C1C=C(O)C(=O)C=C1O.O=C1C=C(O)C(=O)C=C1O.O=C1C=C(O)C(=O)C=C1O.CCCC#N.CCCC#N", "charge": 0, "e_homo_ev": -9.68, "max_force_ha_per_bohr": 0.083, "symbols": ["C", "C", "C", "O", "C", "C", "C", "O", "O", "O", "H", "H", "H", "H", "C", "C", "C", "O", "C", "C", "C", "O", "O", "O", "H", "H", "H", "H", "C", "C", "C", "O", "C", "C", "C", "O", "O", "O", "H", "H", "H", "H", "C", "C", "C", "O", "C", "C", "C", "O", "O", "O", "H", "H", "H", "H", "C", "C", "C", "O", "C", "C", "C", "O", "O", "O", "H", "H", "H", "H", "C", "C", "C", "O", "C", "C", "C", "O", "O", "O", "H", "H", "H", "H", "C", "C", "C", "O", "C", "C", "C", "O", "O", "O", "H", "H", "H", "H", "C", "C", "C", "C", "N", "H", "H", "H", "H", "H", "H", "H", "C", "C", "C", "C", "N", "H", "H", "H", "H", "H", "H", "H"], "xyz": [[17.18, 13.28, 14.47], [17.21, 13.79, 13.21], [18.36, 13.70, 12.34], [18.38, 14.12, 11.16], [19.41, 12.92, 12.84], [19.39, 12.31, 14.04], [18.33, 12.50, 15.02], [18.35, 12.02, 16.14], [20.44, 11.54, 14.47], [16.23, 14.62, 12.81], [16.32, 13.49, 15.08], [20.29, 12.63, 12.29], [20.41, 11.37, 15.42], [16.39, 14.82, 11.89], [28.31, 17.24, 9.79], [29.39, 18.11, 9.61], [29.59, 19.37, 10.43], [30.50, 20.19, 10.35], [28.39, 19.64, 11.24], [27.32, 18.74, 11.35], [27.14, 17.44, 10.63], [26.20, 16.66, 10.68], [26.33, 19.03, 12.26], [30.36, 17.89, 8.62], [28.21, 16.32, 9.24], [28.25, 20.57, 11.75], [25.78, 18.25, 12.25], [31.03, 18.58, 8.68], [23.56, 15.12, 17.33], [24.57, 14.38, 16.77], [24.41, 13.78, 15.42], [25.26, 13.11, 14.85], [23.08, 14.16, 14.80], [22.15, 14.99, 15.32], [22.29, 15.51, 16.71], [21.54, 16.45, 17.14], [21.00, 15.33, 14.71], [25.65, 13.93, 17.39], [23.64, 15.52, 18.33], [22.81, 13.93, 13.77], [20.48, 16.03, 15.11], [26.14, 13.36, 16.80], [13.42, 16.00, 10.61], [14.63, 16.66, 10.39], [14.76, 18.07, 9.91], [15.76, 18.73, 9.67], [13.39, 18.64, 9.68], [12.22, 17.99, 9.91], [12.09, 16.59, 10.47], [11.02, 15.97, 10.75], [10.98, 18.46, 9.55], [15.85, 16.04, 10.58], [13.59, 15.05, 11.08], [13.37, 19.55, 9.10], [10.34, 17.82, 9.86], [16.52, 16.72, 10.58], [23.48, 11.30, 9.93], [24.02, 10.11, 9.54], [24.26, 8.91, 10.43], [24.90, 7.92, 10.12], [23.66, 9.17, 11.76], [23.15, 10.34, 12.15], [23.03, 11.54, 11.27], [22.70, 12.69, 11.60], [22.78, 10.54, 13.40], [24.37, 9.92, 8.27], [23.40, 12.09, 9.20], [23.78, 8.37, 12.48], [22.32, 11.37, 13.56], [24.79, 9.06, 8.18], [19.64, 17.82, 13.56], [20.45, 18.62, 14.29], [20.09, 19.96, 14.88], [20.73, 20.58, 15.74], [18.74, 20.32, 14.45], [17.89, 19.57, 13.73], [18.29, 18.27, 13.13], [17.60, 17.50, 12.45], [16.66, 20.10, 13.45], [21.73, 18.19, 14.57], [19.95, 16.86, 13.16], [18.35, 21.32, 14.63], [16.27, 19.60, 12.74], [22.16, 18.74, 15.23], [23.61, 20.18, 6.78], [23.15, 18.88, 6.64], [24.00, 17.62, 6.95], [23.59, 16.44, 6.93], [25.40, 17.99, 7.35], [25.79, 19.29, 7.47], [24.98, 20.51, 7.10], [25.46, 21.61, 7.02], [26.94, 19.51, 8.16], [21.81, 18.64, 6.26], [22.97, 20.98, 6.44], [25.96, 17.23, 7.88], [27.00, 20.42, 8.46], [21.79, 17.69, 6.11], [23.74, 21.46, 13.27], [23.29, 21.15, 11.83], [24.30, 21.38, 10.71], [24.83, 22.70, 10.62], [25.26, 23.76, 10.49], [23.59, 22.52, 13.47], [24.73, 21.14, 13.59], [22.97, 21.03, 13.91], [22.51, 21.84, 11.52], [22.79, 20.19, 11.74], [24.09, 20.96, 9.73], [25.16, 20.74, 10.93], [22.78, 16.86, 11.55], [22.41, 16.01, 10.31], [21.05, 15.49, 10.39], [19.89, 16.34, 10.00], [19.03, 16.99, 9.70], [21.98, 17.55, 11.83], [23.70, 17.43, 11.40], [23.06, 16.35, 12.48], [23.21, 15.27, 10.36], [22.64, 16.54, 9.39], [20.92, 15.23, 11.44], [21.05, 14.46, 10.01]], "mulliken_charge": [-0.79, 0.02, 1.20, -0.69, -0.44, 0.02, 0.79, -0.63, -0.51, -0.47, 0.49, 0.42, 0.34, 0.33, -0.86, 0.56, 0.52, -0.58, -0.64, 0.43, 0.80, -0.50, -0.54, -0.55, 0.35, 0.45, 0.19, 0.34, -1.17, 0.40, 0.87, -0.66, -0.08, -0.21, 0.67, -0.62, -0.24, -0.55, 0.43, 0.56, 0.21, 0.35, -0.64, 0.46, 0.87, -0.56, -1.08, 0.50, 0.63, -0.64, -0.54, -0.35, 0.45, 0.41, 0.35, -0.05, -1.16, 0.40, 0.54, -0.58, -0.81, 0.46, 0.88, -0.08, -0.55, -0.53, 0.52, 0.47, 0.14, 0.34, 0.96, -0.30, 0.44, -0.60, -0.87, 0.25, -0.14, -0.13, -0.60, -0.30, 0.50, 0.45, 0.27, 0.29, -0.82, 0.46, 0.67, -0.65, -0.53, 0.42, 0.35, -0.57, -0.40, -0.56, 0.46, 0.44, 0.35, 0.33, -1.06, -0.20, 1.29, 0.12, -0.54, 0.39, 0.28, 0.22, 0.37, 0.05, -0.11, -0.77, -0.12, 0.04, 0.55, 0.04, -0.55, -0.03, -0.04, 0.10, 0.40, -0.19, -0.85, 0.61]}

***

Entry 2:
{"formula": "C2H10NOS", "method": "wB97M-V/def2-TZVPD", "relative_energy_kcal_mol": 3.0, "orbital_gap_ev": 9.2419, "charge": 1, "e_homo_ev": -12.83, "max_force_ha_per_bohr": 0.028, "symbols": ["C", "C", "S", "N", "H", "H", "H", "H", "H", "H", "H", "H", "H", "H", "O"], "xyz": [[-0.44, 0.33, -0.85], [-0.65, 0.07, 0.62], [-1.81, -1.31, 0.73], [0.66, 1.35, -1.12], [-1.35, 0.74, -1.30], [-0.23, -0.53, -1.47], [-1.01, 0.98, 1.10], [0.26, -0.12, 1.19], [-2.53, -0.89, 1.77], [0.89, 1.33, -2.12], [1.54, 0.99, -0.71], [0.41, 2.27, -0.79], [3.77, 1.02, 0.38], [3.55, -0.22, -0.54], [3.11, 0.39, 0.06]], "mulliken_charge": [-0.78, -0.53, -0.20, -0.18, 0.41, 0.42, 0.39, 0.36, 0.17, 0.39, 0.22, 0.38, 0.33, 0.34, -0.71]}

***

Entry 3:
{"formula": "C11H17ClN2O3", "method": "wB97M-V/def2-TZVPD", "relative_energy_kcal_mol": 0.0, "orbital_gap_ev": 11.3140, "smiles": "CC[C@H](Cl)[C@H](C#N)CC#N.CCOC(=O)OC", "charge": 0, "e_homo_ev": -11.01, "max_force_ha_per_bohr": 0.037, "symbols": ["C", "C", "C", "Cl", "C", "C", "N", "C", "C", "N", "H", "H", "H", "H", "H", "H", "H", "H", "H", "C", "C", "O", "C", "O", "O", "C", "H", "H", "H", "H", "H", "H", "H", "H"], "xyz": [[-0.72, 0.33, 2.56], [-1.37, -0.01, 1.21], [-2.38, 1.03, 0.70], [-1.70, 2.68, 0.64], [-3.72, 1.08, 1.45], [-3.65, 1.83, 2.74], [-3.48, 2.51, 3.64], [-4.39, -0.31, 1.67], [-3.89, -1.04, 2.86], [-3.34, -1.73, 3.58], [-0.15, 1.26, 2.51], [0.01, -0.45, 2.80], [-1.42, 0.37, 3.39], [-0.56, -0.05, 0.47], [-1.78, -1.02, 1.25], [-2.61, 0.77, -0.34], [-4.42, 1.66, 0.83], [-4.30, -0.90, 0.76], [-5.46, -0.13, 1.82], [4.33, -2.52, -1.68], [2.89, -2.30, -2.10], [2.44, -0.99, -1.74], [2.87, 0.01, -2.52], [3.57, -0.10, -3.49], [2.38, 1.15, -2.03], [2.83, 2.32, -2.73], [4.45, -2.32, -0.61], [4.63, -3.55, -1.88], [5.01, -1.86, -2.22], [2.24, -2.99, -1.58], [2.76, -2.46, -3.17], [2.64, 2.24, -3.80], [3.89, 2.48, -2.54], [2.27, 3.16, -2.33]], "mulliken_charge": [-1.26, -0.60, -0.04, -0.17, 0.31, -0.13, -0.43, -0.72, 0.24, -0.43, 0.37, 0.36, 0.33, 0.34, 0.32, 0.41, 0.37, 0.32, 0.41, -1.09, -0.21, -0.28, 0.72, -0.56, -0.27, -0.67, 0.29, 0.36, 0.31, 0.29, 0.31, 0.30, 0.30, 0.21]}

***

Entry 4:
{"formula": "C5H11O", "method": "wB97M-V/def2-TZVPD", "relative_energy_kcal_mol": 154.1, "orbital_gap_ev": 3.6165, "charge": -1, "e_homo_ev": -2.12, "max_force_ha_per_bohr": 0.103, "symbols": ["C", "O", "C", "C", "C", "C", "H", "H", "H", "H", "H", "H", "H", "H", "H", "H", "H"], "xyz": [[2.32, 0.32, -1.01], [3.11, -0.53, -0.38], [0.82, 0.25, -0.73], [-1.82, -0.30, 0.85], [-1.95, 0.68, 1.83], [-2.29, -0.39, -0.46], [2.39, 0.30, -2.11], [2.62, 1.35, -0.85], [0.69, -0.58, -0.02], [0.28, 1.15, -0.29], [0.24, -0.17, -1.54], [-1.38, 0.49, 2.74], [-2.95, 1.14, 1.91], [-3.53, -1.21, 0.96], [-1.13, -1.07, 1.26], [-1.69, -0.89, -1.21], [-2.90, 0.44, -0.72]], "mulliken_charge": [-0.41, -0.87, -0.46, -0.37, -0.91, -0.40, 0.15, 0.14, 0.17, 0.29, 0.06, 0.26, 0.30, 0.18, 0.28, 0.32, 0.28]}